DFT (wB97M-V/def2-TZVPD) results for an isolated ion of composition C3H7N3O and charge +2 at a distorted geometry.

```
! wB97M-V def2-TZVPD RIJCOSX def2/J DEFGRID3
* xyz 2 1
C -0.83934 0.09771 -0.64678
C 1.03626 0.06543 0.72622
C -0.77991 -1.26395 -0.02966
N 0.28062 0.76742 -0.18115
N -1.69116 0.65107 -1.43660
N 2.08139 0.26036 1.46954
O 0.39268 -1.15239 0.84973
H -1.74972 -1.40700 0.54689
H -0.35617 -2.00491 -0.74071
H 0.60378 1.67075 -0.48573
H -2.52077 0.11731 -1.83432
H -1.49012 1.56866 -1.76742
H 2.78015 0.95989 1.29870
H 2.25230 -0.33033 2.23128
*
```

Computed properties:
Energy, Eh: -357.356477
SMILES: [NH2+]=C1COC(=[NH2+])N1
E_LUMO, Eh: -0.3547
Max |F|, eV Å⁻¹: 5.097
M, g mol⁻¹: 101.11
Relative energy (zero: lowest compared OMol25 entry of this formula, charge and spin), eV: 0.000
Gap between HOMO and LUMO, eV: 11.619